Version a
{"formula": "C3H11N3O2", "method": "ωB97M-V/def2-TZVPD", "homo_energy_ha": -0.3469, "lumo_energy_ev": 0.637, "smiles": "NCNC(=O)CN.O", "elements": ["N", "C", "N", "C", "O", "C", "N", "H", "H", "H", "H", "H", "H", "H", "H", "H", "O", "H", "H"], "xyz": [[1.9838, -1.2450, 1.0583], [0.7473, -1.9542, 0.7699], [-0.2665, -1.0668, 0.0454], [-0.0065, -0.2253, -1.0178], [1.1298, -0.1527, -1.4879], [-1.0660, 0.8139, -1.3227], [-0.4293, 2.1302, -1.4879], [1.8675, -0.2927, 1.4013], [2.5354, -1.3850, 0.2736], [0.2473, -2.1033, 1.7589], [0.9365, -2.7913, 0.1268], [-1.2419, -1.2874, 0.2425], [-1.7642, 1.0415, -0.5304], [-1.5842, 0.5293, -2.2706], [0.2230, 2.1314, -2.2692], [0.2005, 2.2109, -0.6774], [-1.1789, 1.2489, 2.1966], [-0.7560, 0.5612, 1.6503], [-1.5778, 1.8366, 1.5401]], "lowdin_charge": [0.025, -0.209, 0.032, -0.485, 0.033, -0.205, -0.001, 0.086, 0.033, 0.123, 0.110, 0.131, 0.087, 0.134, 0.069, 0.076, -0.065, -0.002, 0.029]}

***

Version b
{"formula": "C3H11N3O2", "method": "ωB97M-V/def2-TZVPD", "homo_energy_ha": -0.3468, "lumo_energy_ev": 0.612, "smiles": "NCNC(=O)CN.O", "elements": ["N", "C", "N", "C", "O", "C", "N", "H", "H", "H", "H", "H", "H", "H", "H", "H", "O", "H", "H"], "xyz": [[0.4110, -1.1020, 2.1985], [0.1639, 0.3400, 2.1825], [-0.0590, 0.9106, 0.8329], [-0.8770, 0.2085, 0.0037], [-1.6676, -0.7448, 0.2241], [-0.8170, 0.6448, -1.3957], [-0.9556, -0.5172, -2.2699], [0.8206, -1.4060, 1.3625], [-0.6353, -1.5723, 2.3662], [1.1185, 0.8564, 2.4772], [-0.7672, 0.5899, 2.8111], [0.4832, 1.7692, 0.5190], [0.1249, 1.2045, -1.6513], [-1.7031, 1.1312, -1.7912], [-1.9715, -0.8677, -2.1689], [-0.4182, -1.2594, -1.9246], [2.5775, 0.0865, -1.1316], [1.8820, -0.2730, -0.6313], [2.2898, 0.0008, -2.0132]], "lowdin_charge": [-0.011, -0.273, 0.049, -0.512, 0.009, -0.232, -0.012, 0.024, 0.157, 0.118, 0.140, 0.174, 0.116, 0.123, 0.116, 0.031, -0.008, -0.023, 0.016]}

***

Stability summary: most stable version a, least stable version b.

***

Version a
{"formula": "C3H9N2", "method": "ωB97M-V/def2-TZVPD", "homo_energy_ha": -0.5414, "lumo_energy_ev": -5.109, "charge": 1, "smiles": "C=[N+](C)CN", "elements": ["C", "N", "C", "C", "N", "H", "H", "H", "H", "H", "H", "H", "H", "H"], "xyz": [[-1.2978, 0.6014, 0.7937], [-0.5728, -0.1583, 0.0660], [-0.8054, -0.3667, -1.3809], [0.7801, -0.5483, 0.5653], [1.6715, 0.5186, 0.1581], [-0.8772, 0.9792, 1.7245], [-2.2508, 0.8436, 0.3236], [-0.0139, 0.1709, -1.9132], [-0.4474, -1.3899, -1.5249], [-1.8379, -0.2044, -1.6599], [0.9968, -1.5161, 0.1115], [0.6444, -0.7083, 1.6382], [1.3949, 1.4008, 0.5818], [2.6156, 0.3777, 0.5160]], "lowdin_charge": [0.198, -0.151, 0.035, -0.199, 0.055, 0.136, 0.132, 0.118, 0.106, 0.110, 0.138, 0.131, 0.088, 0.103]}

***

Version b
{"formula": "C3H9N2", "method": "ωB97M-V/def2-TZVPD", "homo_energy_ha": -0.5587, "lumo_energy_ev": -3.024, "charge": 1, "elements": ["C", "C", "C", "N", "N", "H", "H", "H", "H", "H", "H", "H", "H", "H"], "xyz": [[1.3773, -0.1582, -1.0223], [1.8680, 0.2142, 0.3430], [-2.2438, 0.5617, 0.5706], [-1.8458, 0.0225, -0.4882], [0.5610, -0.5090, 0.1190], [0.9036, 0.5024, -1.6844], [2.0117, -0.9363, -1.4867], [2.5470, -0.5241, 0.7167], [2.0459, 1.1487, 0.9530], [-1.5770, 0.8572, 1.4427], [-3.2334, 0.7788, 0.9553], [-2.6272, -0.2567, -1.0805], [-0.3825, -0.2600, 0.1014], [0.5951, -1.4413, 0.5604]], "lowdin_charge": [-0.040, -0.003, -0.062, 0.035, 0.072, 0.115, 0.147, 0.110, 0.155, 0.102, 0.086, 0.100, -0.008, 0.192]}

***

Stability summary: most stable version a, least stable version b.